[1]
This record from OMol25 describes one molecule with the formula C5H11NO in a non-equilibrium geometry. The level of theory is wB97M-V/def2-TZVPD.

Structure (ORCA input):
```
! RIJCOSX wB97M-V def2-TZVPD def2/J DEFGRID3
* xyz 0 1
O -0.85491 -2.19519 1.30678
C -1.20270 -0.85435 0.95135
C -0.50768 -0.54479 -0.37195
C 1.02253 -0.57323 -0.23750
C 1.47083 0.87666 -0.38103
C 0.21172 1.72501 -0.37470
N -0.90141 0.81140 -0.78434
H -1.50671 -2.54467 1.93379
H -0.77711 -0.19676 1.72364
H -2.27281 -0.74809 0.76912
H -0.95641 -1.19558 -1.12896
H 1.47645 -1.27695 -0.94271
H 1.23776 -0.98100 0.74471
H 2.21978 1.16479 0.36667
H 2.00514 1.00751 -1.32642
H -0.01958 2.11747 0.61649
H 0.23479 2.55826 -1.06011
H -0.87969 0.84952 -1.80483
*
```

Structure (SMILES)   OC[C@@H]1CCCN1
LUMO level   1.0 eV



[2]
This record from OMol25 describes C5H11NO as an isolated structure in a non-equilibrium geometry. The level of theory is wB97M-V/def2-TZVPD.

Structure (ORCA input):
```
! RIJCOSX wB97M-V def2-TZVPD def2/J DEFGRID3
* xyz 0 1
C 0.87978 1.46321 -0.05030
C 2.37386 1.32454 -0.13951
O 0.26228 1.50913 0.98665
C 0.23455 1.51955 -1.33654
C -0.33558 1.57713 -2.39232
H -0.59211 -0.34140 1.48937
H 1.15793 -2.61861 -0.34670
H 2.77790 2.01219 -0.88298
H 2.59986 0.30469 -0.45879
H 2.82382 1.50038 0.83348
H -0.82204 1.62329 -3.32254
C -2.22993 -1.17344 0.63003
N -0.96372 -1.27026 1.33541
H -1.10917 -1.68509 2.25238
H 0.60439 -2.27330 0.12211
H -2.99133 -0.57655 1.14997
H -2.04632 -0.71781 -0.34228
H -2.62416 -2.17762 0.47257
*
```

LUMO level   0.2 eV



[3]
This record from OMol25 describes one molecule with the formula C5H11NO. The level of theory is wB97M-V/def2-TZVPD.

Structure (ORCA input):
```
! RIJCOSX wB97M-V def2-TZVPD def2/J DEFGRID3
* xyz 0 1
C 2.82052 0.46601 -0.20615
N 1.42736 0.23657 -0.51607
C 0.46527 -0.11532 0.37791
O 0.66857 -0.31979 1.56482
C -0.93364 -0.17343 -0.24005
C -1.59630 -1.50289 0.10552
C -1.70535 1.04500 0.27376
H 3.12648 1.46936 -0.52425
H 3.46583 -0.26848 -0.70164
H 2.95171 0.38051 0.87355
H 1.11510 0.33257 -1.46669
H -0.86169 -0.09460 -1.33502
H -1.53513 -1.67413 1.18359
H -1.08657 -2.33085 -0.40100
H -2.64726 -1.51196 -0.20293
H -2.73886 1.04443 -0.08790
H -1.70938 1.04525 1.36774
H -1.22667 1.97176 -0.06518
*
```

Structure (SMILES)   CNC(=O)C(C)C
LUMO level   0.9 eV



[4]
This record from OMol25 describes a 2-piece molecular cluster, C5H11NO overall. The level of theory is wB97M-V/def2-TZVPD.

Structure (ORCA input):
```
! RIJCOSX wB97M-V def2-TZVPD def2/J DEFGRID3
* xyz 0 1
C 0.44139 -0.79674 -1.18235
C -2.22915 -0.39345 -0.43237
C -0.71140 1.15642 0.49052
N -1.10708 0.51439 -0.63806
C 1.59406 -0.28028 0.86519
C 1.56776 -0.31851 -0.53672
O 2.61609 0.30601 1.57648
H 3.06372 0.95582 1.02090
H -0.08702 -1.63063 -0.73445
H 0.36863 -0.72489 -2.25873
H 1.18857 -1.11579 1.42699
H 2.21069 0.38003 -1.06704
H -2.34707 -1.04170 -1.30205
H -1.40377 1.18783 1.33904
H -2.13499 -1.02898 0.46291
H -3.15151 0.18776 -0.33189
H 0.30988 0.54289 0.98879
H -0.18882 2.09982 0.31286
*
```

LUMO level (alpha / beta)   0.9 / 0.9 eV



[5]
This record from OMol25 describes one molecule with the formula C5H11NO in a non-equilibrium geometry. The level of theory is wB97M-V/def2-TZVPD.

Structure (ORCA input):
```
! RIJCOSX wB97M-V def2-TZVPD def2/J DEFGRID3
* xyz 0 1
C -1.64694 0.71380 -0.22754
C -0.40073 -0.06647 -0.64755
C -0.63138 -1.57589 -0.53118
N 0.81349 0.32020 0.08309
C 0.74089 0.65329 1.49733
C 2.04954 0.25941 -0.53491
O 3.13005 0.51126 -0.01527
H -2.40731 0.65783 -1.01470
H -1.42287 1.77227 -0.06039
H -2.08920 0.30798 0.68846
H -0.22177 0.15577 -1.70756
H 0.10541 -2.12256 -1.13001
H -1.62800 -1.85751 -0.88580
H -0.52733 -1.91996 0.50391
H 1.72997 0.63899 1.96329
H 0.10081 -0.06789 2.01254
H 0.32317 1.65868 1.60028
H 1.98222 -0.03920 -1.59399
*
```

Structure (SMILES)   CC(C)N(C)C=O
LUMO level   0.9 eV



[6]
This record from OMol25 describes a 2-piece molecular cluster, C5H11NO overall in a non-equilibrium geometry. The level of theory is wB97M-V/def2-TZVPD.

Structure (ORCA input):
```
! RIJCOSX wB97M-V def2-TZVPD def2/J DEFGRID3
* xyz 0 1
C -2.02566 2.15681 -1.35866
C -1.28628 1.58492 -0.37826
C -0.28275 0.56882 -0.68517
C 0.82874 0.18666 -0.04979
N 1.28176 -1.09291 0.04439
C 1.32028 -2.00137 -1.10716
H -2.65902 2.96370 -1.10513
H -2.13188 1.93487 -2.45299
H -1.55449 1.70590 0.64712
H -0.60663 -0.16462 -1.38250
H 1.57958 0.85693 0.61659
H 2.12106 -1.24423 0.57658
H 1.06428 -3.10409 -0.76359
H 0.59808 -1.81424 -1.89055
H 2.41887 -1.84505 -1.48862
O 0.00497 -0.14494 3.86867
H 0.06709 0.20630 3.00149
H -0.73801 -0.75346 3.90758
*
```

Structure (SMILES)   C=C/C=C/NC.O
LUMO level   0.8 eV



[7]
This record from OMol25 describes a 2-piece molecular cluster, C5H11NO overall in a non-equilibrium geometry. The level of theory is wB97M-V/def2-TZVPD.

Structure (ORCA input):
```
! RIJCOSX wB97M-V def2-TZVPD def2/J DEFGRID3
* xyz 0 1
C -1.15557 -2.30888 -0.16295
C -0.93829 -1.13341 0.47052
N -0.85556 -1.01772 1.83568
C -0.67007 0.08039 -0.32437
C -0.46144 1.28040 0.23098
C 0.37355 2.30562 -0.48264
H -1.56611 -3.14210 0.39207
H -1.22254 -2.30340 -1.23649
H -1.22236 -1.74531 2.41652
H -0.46318 -0.18685 2.23027
H -0.58073 -0.07954 -1.39278
H -0.94741 1.55232 1.16011
H 0.02723 3.34271 -0.43262
H 0.54895 2.05934 -1.52183
H 1.28965 2.26004 0.09566
O 2.49402 -0.21472 -1.43506
H 3.41060 -0.24412 -1.14252
H 1.93927 -0.50478 -0.70055
*
```

Structure (SMILES)   C=C(N)/C=C/C.O
LUMO level   0.9 eV



[8]
This record from OMol25 describes a 2-piece molecular cluster, C5H11NO overall in a non-equilibrium geometry. The level of theory is wB97M-V/def2-TZVPD.

Structure (ORCA input):
```
! RIJCOSX wB97M-V def2-TZVPD def2/J DEFGRID3
* xyz 0 1
C 0.19938 -0.53959 -2.39042
C 0.54878 -0.68630 -1.13235
C -0.25597 -0.12257 0.00789
N -0.03452 1.24702 0.17869
C -1.09153 -0.86114 0.73135
C -2.11567 -0.34546 1.70886
H -0.63303 -0.06414 -2.87128
H 0.79230 -1.17764 -3.04321
H 1.18964 -1.48488 -0.79859
H -0.38375 1.68043 1.01849
H 0.90749 1.53939 0.02347
H -1.07699 -1.93678 0.58130
H -2.10608 0.74215 1.76300
H -3.12594 -0.56083 1.35872
H -1.87949 -0.73790 2.69712
O 3.04843 1.29370 -0.24629
H 3.34802 1.60310 0.60693
H 2.66893 0.41143 -0.19367
*
```

Structure (SMILES)   C=C/C(N)=C/C.O
LUMO level   0.8 eV



[9]
This record from OMol25 describes a 2-piece molecular cluster, C5H11NO overall in a non-equilibrium geometry. The level of theory is wB97M-V/def2-TZVPD.

Structure (ORCA input):
```
! RIJCOSX wB97M-V def2-TZVPD def2/J DEFGRID3
* xyz 0 1
C -2.74448 0.34466 -1.35130
C -1.38466 0.47472 -1.41238
C -0.58705 0.51000 -0.21243
C 0.65785 1.38021 0.05666
C -0.90220 -0.25505 0.91927
N -0.12961 -0.06885 2.15598
H -3.30996 -0.06586 -0.51463
H -3.36778 0.79432 -2.06465
H -0.85504 0.61026 -2.35190
H 0.56626 2.37449 -0.80814
H 1.60206 1.02752 -0.35286
H 0.91603 1.84737 1.01193
H -1.69982 -0.93085 0.81940
H 0.79611 0.32709 2.42320
H -0.60824 -0.43757 2.98101
O 3.78494 -2.55307 -0.79873
H 4.12591 -3.27519 -0.27155
H 3.13969 -2.10419 -0.22890
*
```

Structure (SMILES)   C=C/C(C)=C/N.O
LUMO level   0.7 eV



[10]
This record from OMol25 describes one molecule with the formula C5H11NO. The level of theory is wB97M-V/def2-TZVPD.

Structure (ORCA input):
```
! RIJCOSX wB97M-V def2-TZVPD def2/J DEFGRID3
* xyz 0 1
C 1.46007 0.28120 1.13667
C 1.01681 -0.59801 -0.03139
C -0.34656 -0.26226 -0.69774
C -1.16604 -1.50469 -1.00633
N -1.11183 0.68157 0.09313
C -0.63426 1.95888 0.16747
O 0.20288 2.40948 -0.59244
H 2.38236 0.82600 0.93499
H 0.73332 1.05249 1.37970
H 1.57813 -0.27236 2.07056
H 1.76710 -0.56579 -0.81667
H 0.98246 -1.63583 0.29528
H -0.15225 0.26847 -1.62372
H -0.58843 -2.20691 -1.61591
H -1.46017 -2.03688 -0.09191
H -2.07831 -1.25307 -1.55718
H -1.59149 0.33108 0.90901
H -0.99379 2.52662 1.04649
*
```

Structure (SMILES)   CC[C@@H](C)NC=O
LUMO level   0.9 eV



[11]
This record from OMol25 describes one molecule with the formula C5H11NO in a non-equilibrium geometry. The level of theory is wB97M-V/def2-TZVPD.

Structure (ORCA input):
```
! RIJCOSX wB97M-V def2-TZVPD def2/J DEFGRID3
* xyz 0 1
C -2.07282 -2.04609 0.47136
N -2.17051 -0.92252 -0.13641
C -1.65651 0.31672 0.49047
C -0.43137 0.89148 -0.33420
C 0.75046 -0.03248 -0.53310
C 2.14015 0.34759 -0.02196
O 2.62516 1.73338 -0.58412
H -2.34379 -2.83742 -0.22415
H -1.77447 -2.14330 1.44120
H -2.43239 1.06052 0.44919
H -1.22379 0.21940 1.44390
H -0.89588 1.30576 -1.23145
H -0.06413 1.86587 0.14433
H 0.50413 -1.09011 -0.17805
H 0.90237 -0.27990 -1.61014
H 1.94544 0.49179 1.07696
H 2.70987 -0.48591 -0.29614
H 3.48807 1.60521 -0.36769
*
```

Structure (SMILES)   C=NCCCCO
LUMO level   1.0 eV



[12]
This record from OMol25 describes a 2-piece molecular cluster, C5H11NO overall in a non-equilibrium geometry. The level of theory is wB97M-V/def2-TZVPD.

Structure (ORCA input):
```
! RIJCOSX wB97M-V def2-TZVPD def2/J DEFGRID3
* xyz 0 1
C 2.27335 -0.68293 1.25423
C 1.78797 -0.51630 -0.12929
C 0.75575 0.25259 -0.45645
C 0.05446 0.14939 -1.75554
C -1.25916 0.58833 -2.01148
N -2.09892 -0.10356 -2.95645
H 2.12320 -1.57880 1.83768
H 1.64534 0.17095 1.69418
H 3.34649 -0.37574 1.40943
H 2.47780 -0.79511 -0.88745
H 0.42226 1.24622 0.07664
H 0.38249 -0.51270 -2.59350
H -1.59795 1.55745 -1.57531
H -3.05240 0.22195 -2.74805
H -2.05515 -1.14437 -2.82120
O -1.88200 0.46906 3.59793
H -0.94741 0.24068 3.71096
H -2.37612 0.81290 4.35366
*
```

Structure (SMILES)   C/C=C/C=C/N.O
LUMO level   0.9 eV



Calculated energy above the lowest of the compared OMol25 structures with the same formula, charge and spin in order - 117.60, 392.03, 10.41, 441.81, 54.13, 359.80, 204.25, 221.68, 390.81, 71.68, 308.53, 361.94 kJ/mol